(1)
Formula: C31H45F5InN6O3SSi
Source: OMol25
Level of theory: ωB97M-V with the def2-TZVPD basis set

Net charge: +1
Spin multiplicity: 1
E_HOMO, eV: -10.51
Molecular weight, g mol⁻¹: 819.70
HOMO-LUMO gap, eV: 7.698

```
93
Properties=species:S:1:pos:R:3:mulliken_charge:R:1
In -0.312 0.434 -0.346 2.449
C -0.578 4.370 0.296 -1.568
C -0.872 3.309 1.348 0.340
N 0.121 2.230 1.396 0.363
C 1.469 2.652 1.797 -0.798
C 2.456 1.496 1.714 -0.938
N 2.437 0.871 0.392 0.195
C 3.174 1.689 -0.582 -0.494
C 3.554 0.957 -1.861 -1.309
C 2.458 0.069 -2.445 -0.600
N 1.109 0.632 -2.327 0.813
C 0.876 1.836 -3.133 -1.092
C -0.543 2.329 -2.899 -0.634
N -0.777 2.611 -1.471 0.106
C -0.065 3.816 -1.026 -0.185
H 0.158 5.087 0.663 0.428
H -1.501 4.930 0.132 0.490
H -1.826 2.839 1.127 -0.944
H -0.971 3.797 2.323 0.707
H -0.212 1.549 2.074 -0.209
H 1.485 3.029 2.826 0.397
H 1.785 3.470 1.147 0.529
H 2.178 0.748 2.445 0.083
H 3.451 1.870 1.979 0.524
H 2.874 -0.043 0.463 0.194
H 4.094 2.073 -0.125 0.510
H 2.564 2.558 -0.828 0.076
H 4.428 0.328 -1.678 0.400
H 3.860 1.706 -2.593 0.356
H 2.464 -0.887 -1.930 0.186
H 2.694 -0.128 -3.496 0.542
H 0.425 -0.059 -2.657 -0.022
H 0.989 1.621 -4.200 0.465
H 1.607 2.601 -2.869 0.574
H -1.240 1.547 -3.196 -0.316
H -0.723 3.217 -3.513 0.699
H -1.779 2.749 -1.355 -0.014
H -0.146 4.600 -1.784 0.415
H 0.990 3.565 -0.929 -0.022
O 3.484 -3.578 5.254 -0.502
C 2.487 -2.702 5.733 -0.604
C 1.761 -2.093 4.568 0.146
C 0.780 -1.132 4.768 -1.269
C 0.153 -0.595 3.661 -0.235
N 0.414 -0.966 2.407 0.364
C 1.301 -1.937 2.216 0.261
C 2.021 -2.496 3.269 -0.694
C 1.415 -2.477 0.831 0.226
C 2.103 -3.664 0.618 -0.639
C 2.086 -4.287 -0.624 0.595
C 2.812 -5.600 -0.804 -0.842
O 4.103 -5.580 -0.221 -0.497
C 1.369 -3.681 -1.636 -1.361
C 0.754 -2.471 -1.373 -0.708
N 0.779 -1.860 -0.188 0.885
H 3.886 -4.039 5.995 0.323
H 2.917 -1.897 6.339 0.320
H 1.754 -3.226 6.355 0.347
H 0.500 -0.806 5.763 0.481
H -0.626 0.152 3.790 0.313
H 2.790 -3.236 3.114 0.666
H 2.648 -4.145 1.417 0.411
H 2.840 -5.874 -1.861 0.392
H 2.258 -6.376 -0.276 0.292
H 4.719 -5.135 -0.811 0.319
H 1.282 -4.130 -2.618 0.500
H 0.189 -1.967 -2.145 0.131
F -6.617 4.071 1.196 -0.295
C -5.647 3.172 1.149 0.771
C -5.132 2.762 -0.066 -0.258
F -5.608 3.277 -1.198 -0.302
C -4.123 1.823 -0.099 -0.486
F -3.626 1.475 -1.298 -0.203
C -3.584 1.254 1.051 0.377
S -2.392 -0.030 1.044 -0.157
C -4.113 1.707 2.259 0.736
F -3.624 1.249 3.414 -0.349
C -5.126 2.644 2.317 0.167
F -5.591 3.055 3.492 -0.293
C -3.239 -0.314 -4.069 -1.128
Si -2.457 -1.330 -2.689 0.673
C -1.737 -2.894 -3.471 -1.306
C -3.836 -1.852 -1.532 -1.059
O -1.257 -0.454 -2.027 -1.217
H -4.035 -0.897 -4.546 0.408
H -2.517 -0.043 -4.847 0.316
H -3.689 0.606 -3.680 0.243
H -2.484 -3.363 -4.121 0.480
H -1.450 -3.634 -2.718 0.278
H -0.861 -2.671 -4.092 0.342
H -4.480 -2.592 -2.020 0.496
H -4.457 -0.993 -1.261 0.178
H -3.454 -2.291 -0.608 0.273
```

=====

(2)
Formula: C13H37IN3O4
Source: OMol25
Level of theory: ωB97M-V with the def2-TZVPD basis set

Net charge: -1
Spin multiplicity: 1
E_HOMO, eV: -4.68
Molecular weight, g mol⁻¹: 426.36
HOMO-LUMO gap, eV: 7.577

```
58
Properties=species:S:1:pos:R:3:mulliken_charge:R:1
I -12.251 1.221 -11.204 -0.580
C -14.123 0.903 -7.267 0.056
O -14.171 2.004 -8.179 -0.523
H -15.131 0.511 -7.131 0.209
H -13.384 0.245 -7.724 -0.244
H -13.815 1.288 -6.295 0.193
H -13.540 1.783 -8.868 0.175
C -14.262 -0.870 -14.054 -1.303
C -13.700 -2.183 -13.465 0.649
C -13.623 -3.272 -14.462 -0.715
O -12.471 -3.086 -15.377 -0.318
C -12.776 -3.761 -16.618 -0.799
N -12.337 -1.958 -12.915 -0.440
H -13.844 -0.704 -15.047 0.262
H -14.040 -0.014 -13.418 0.280
H -15.337 -0.956 -14.214 0.335
H -14.438 -2.434 -12.703 0.356
H -14.545 -3.360 -15.037 0.363
H -13.641 -4.186 -13.868 0.329
H -13.572 -3.240 -17.151 0.330
H -12.874 -4.846 -16.594 0.288
H -11.886 -3.650 -17.238 0.275
H -12.503 -2.533 -12.101 0.192
H -12.561 -1.073 -12.482 -0.208
C -10.420 3.733 -15.050 -1.371
C -9.620 3.780 -13.674 0.384
C -10.161 4.629 -12.514 -0.396
O -9.104 4.652 -11.539 -0.349
C -9.430 5.194 -10.239 -0.653
N -9.321 2.456 -13.115 -0.671
H -10.476 4.706 -15.538 0.371
H -11.414 3.305 -14.921 0.304
H -9.772 3.148 -15.703 0.350
H -8.629 4.059 -14.033 0.207
H -11.052 4.181 -12.073 0.240
H -10.437 5.588 -12.953 0.351
H -10.285 4.607 -9.904 0.269
H -9.704 6.244 -10.348 0.271
H -8.593 5.170 -9.541 0.227
H -8.946 2.720 -12.216 0.432
H -10.247 2.153 -12.850 -0.034
C -10.707 -1.266 -7.790 -1.314
C -9.428 -1.389 -8.607 0.569
C -8.344 -2.328 -8.069 -0.788
O -7.345 -2.638 -9.017 -0.277
C -6.140 -3.218 -8.519 -0.758
N -9.879 -1.760 -9.984 -0.567
H -11.166 -2.228 -7.561 0.386
H -11.520 -0.793 -8.342 0.137
H -10.492 -0.682 -6.896 0.433
H -8.967 -0.435 -8.863 0.361
H -8.937 -3.167 -7.704 0.312
H -8.049 -1.888 -7.116 0.349
H -6.332 -4.067 -7.863 0.305
H -5.554 -2.524 -7.916 0.300
H -5.506 -3.479 -9.367 0.249
H -10.562 -1.068 -10.260 -0.039
H -10.537 -2.518 -9.867 0.245
```